*1*
Entry from OMol25: a cluster of 15 separate species, C45H120O15 in total (the ωB97M-V functional and the def2-TZVPD basis).

As for the spin multiplicity: 1. Its total charge is 0. The LUMO energy is 0.585 eV. The HOMO-LUMO gap is 10.2 eV.

```
180
C45H120O15 (the ωB97M-V functional and the def2-TZVPD basis)
C 16.9462 15.0863 18.9401
C 16.4842 13.9510 17.9646
C 16.5790 12.4886 18.5063
O 15.1192 14.1001 17.6323
H 17.9782 14.9208 19.2029
H 16.3688 15.1401 19.8700
H 16.7836 16.0533 18.4776
H 17.1430 14.0826 17.1017
H 17.6400 12.2512 18.7429
H 16.2559 11.8994 17.6483
H 15.9609 12.3929 19.4358
H 15.0473 14.2295 16.6379
C 20.2730 7.4179 14.4763
C 19.9016 8.6878 15.1911
C 18.9098 9.5255 14.3393
O 19.3680 8.3540 16.5057
H 20.9177 6.7498 14.9670
H 20.9285 7.7106 13.6215
H 19.4097 6.8045 14.2888
H 20.8356 9.3066 15.4443
H 18.3633 8.8108 13.6799
H 19.3169 10.3331 13.7168
H 18.1039 9.9849 14.9106
H 18.5420 8.8874 16.6451
C 10.9874 14.6647 19.5443
C 11.8109 13.4941 19.9794
C 10.8744 12.3951 20.4587
O 12.5408 12.9380 18.7897
H 11.6179 15.5523 19.2870
H 10.1767 14.8712 20.2058
H 10.5455 14.3381 18.6069
H 12.6369 13.6618 20.6770
H 10.4995 12.0352 19.5275
H 10.0731 12.8585 20.9757
H 11.1836 11.5356 21.0099
H 13.3119 13.5482 18.5898
C 11.9034 11.3299 15.1690
C 10.8204 10.8890 16.1787
C 11.3902 9.8808 17.1549
O 10.2139 12.0609 16.8595
H 12.8263 11.4018 15.5958
H 11.6389 12.2547 14.6636
H 11.9285 10.5746 14.3973
H 9.9886 10.4029 15.6554
H 12.0083 9.1404 16.5909
H 10.6122 9.3960 17.6634
H 11.9817 10.4086 17.9388
H 10.8820 12.3487 17.5125
C 9.8272 11.4054 11.1576
C 11.1200 11.4010 10.4297
C 11.6314 12.7914 10.0806
O 12.0885 10.7288 11.2793
H 10.1766 11.8360 12.0861
H 9.5385 10.3547 11.4212
H 9.0957 12.0477 10.6756
H 11.0220 10.9060 9.4453
H 12.6527 12.8311 9.6244
H 11.6945 13.4128 10.9349
H 10.9228 13.2967 9.4183
H 12.8550 10.5143 10.7445
C 14.5838 15.2937 8.9194
C 16.0235 15.7203 8.8835
C 16.0796 17.2533 9.0798
O 16.7440 15.1509 10.0155
H 13.7909 15.5417 8.1908
H 14.2544 15.5705 9.8837
H 14.5559 14.1874 8.8540
H 16.6000 15.5014 7.9563
H 15.4567 17.7138 8.3095
H 17.0855 17.6134 8.9963
H 15.5425 17.4327 10.0590
H 16.0983 14.9473 10.6974
C 9.4754 14.3721 14.7522
C 8.0765 13.9337 15.0840
C 7.5451 14.5417 16.3207
O 7.1705 14.2444 14.0400
H 10.2106 13.6393 15.1328
H 9.7794 15.3099 15.0983
H 9.5477 14.3745 13.6299
H 8.0746 12.8744 15.1639
H 8.1140 14.1107 17.0980
H 6.5292 14.2659 16.5759
H 7.7727 15.5464 16.2984
H 7.5936 14.0346 13.2276
C 16.0070 19.0154 13.4116
C 16.2273 17.9791 14.5260
C 15.2282 18.0429 15.6660
O 16.1302 16.6323 14.0443
H 16.3114 20.0385 13.6197
H 14.9484 19.0639 13.1847
H 16.5235 18.6995 12.4655
H 17.2550 18.2059 14.8528
H 14.2355 18.0176 15.1790
H 15.4250 18.9562 16.2623
H 15.3188 17.2275 16.4106
H 16.9564 16.1091 14.0819
C 15.7561 11.6771 10.8698
C 15.6443 10.6550 9.7491
C 16.5911 9.4834 9.9547
O 14.3146 10.1396 9.6818
H 15.1287 12.5145 10.6845
H 16.7262 12.1202 10.8922
H 15.4849 11.1823 11.8527
H 15.9131 11.0380 8.7502
H 17.5701 9.9143 10.0163
H 16.6584 8.8978 9.0465
H 16.3754 8.8513 10.8401
H 14.2629 9.3020 10.1224
C 14.1301 8.7668 14.1069
C 13.3502 7.7598 13.1841
C 12.0035 7.1873 13.6720
O 13.3943 8.3553 11.8891
H 14.7214 9.3458 13.4137
H 14.8073 8.3597 14.8872
H 13.5247 9.4457 14.6378
H 14.0033 6.8457 13.0465
H 11.4442 6.6904 12.8071
H 11.3811 8.0101 14.0175
H 12.0729 6.5249 14.4616
H 12.7746 9.0970 11.9024
C 20.9803 14.6264 14.1243
C 19.6513 14.0182 14.5260
C 19.5162 14.1405 16.0156
O 18.5531 14.6439 13.9072
H 21.8091 14.0856 14.5910
H 20.9901 15.6982 14.3245
H 21.1006 14.4512 13.0537
H 19.8324 12.9589 14.3163
H 18.7092 13.4242 16.3581
H 19.3204 15.1427 16.4069
H 20.4305 13.8401 16.5164
H 18.5549 14.3659 12.9850
C 15.5936 13.1153 13.9946
C 14.4496 13.8323 13.3197
C 13.4739 14.4556 14.3170
O 14.9438 14.8628 12.4488
H 15.3595 12.2374 14.5820
H 16.1430 13.8647 14.5916
H 16.3166 12.7353 13.2829
H 13.8907 13.0932 12.7420
H 13.4123 13.8945 15.2738
H 12.4347 14.5824 13.9827
H 13.8915 15.4061 14.6261
H 15.1532 15.7179 13.0002
C 19.9916 12.6901 9.1521
C 20.1880 13.4304 10.5347
C 20.8944 14.7829 10.1958
O 18.9088 13.6746 11.1761
H 19.2165 13.2718 8.5999
H 19.6461 11.6559 9.2740
H 20.9160 12.6613 8.5530
H 20.8602 12.8698 11.1360
H 21.9710 14.7433 10.2188
H 20.6343 15.5506 10.9622
H 20.5104 15.2757 9.2563
H 18.3740 14.0779 10.4744
C 10.0950 18.4521 13.4351
C 11.0982 17.4559 12.9343
C 11.1169 17.4539 11.4116
O 12.3830 17.7500 13.5554
H 9.1055 18.2638 12.9918
H 10.4178 19.5015 13.1000
H 9.9711 18.4788 14.4945
H 10.8272 16.4894 13.2442
H 11.9251 16.7257 11.1068
H 11.2936 18.4816 11.0377
H 10.1488 17.1833 10.9317
H 12.6836 16.9790 13.9967
C 18.1420 8.1509 19.2146
C 16.7610 8.0696 18.6759
C 15.7182 8.6886 19.5680
O 16.7337 8.7537 17.4016
H 18.7899 7.5475 18.6020
H 18.0836 7.7784 20.2975
H 18.4837 9.1670 19.4286
H 16.3810 7.0357 18.3924
H 14.7078 8.4887 19.2558
H 16.0812 9.7324 19.8127
H 15.7851 8.1030 20.4844
H 15.8457 8.9694 17.0781
```

Atomic partial charges in e from the Löwdin method, atoms 1 to 99: -0.037 -0.475 -0.043 -0.091 0.068 0.076 0.062 0.085 0.083 0.067 0.092 0.093 -0.077 -0.453 -0.046 -0.101 0.052 0.099 0.079 0.146 0.080 0.067 0.060 0.054 -0.051 -0.428 -0.039 -0.118 0.101 0.071 0.071 0.135 0.057 0.067 0.076 0.079 -0.042 -0.405 -0.049 -0.089 0.041 0.056 0.058 0.135 0.085 0.057 0.086 0.037 -0.051 -0.480 -0.048 -0.082 0.065 0.104 0.087 0.145 0.081 0.054 0.084 0.026 -0.065 -0.445 -0.054 -0.081 0.099 0.048 0.075 0.143 0.076 0.065 0.095 0.041 -0.042 -0.502 -0.036 -0.033 0.054 0.055 0.091 0.120 0.061 0.094 0.061 0.052 -0.041 -0.452 -0.043 -0.091 0.076 0.062 0.091 0.138 0.069 0.091 0.074 0.087 -0.033 -0.446 -0.048


*2*
Entry from OMol25: a cluster of 15 separate species, C45H120O15 in total (the ωB97M-V functional and the def2-TZVPD basis).

As for the spin multiplicity: 1. Its total charge is 0. The LUMO energy is 0.249 eV. The HOMO-LUMO gap is 9.8 eV.

```
180
C45H120O15 (the ωB97M-V functional and the def2-TZVPD basis)
C 1.9817 -4.7245 -0.5851
C 1.3214 -5.8371 0.1715
C 1.0591 -7.0577 -0.7227
O 2.2134 -6.2875 1.2205
H 2.9297 -5.0728 -1.0125
H 2.1608 -3.8186 0.0049
H 1.3917 -4.3609 -1.4414
H 0.3652 -5.4722 0.5761
H 1.9966 -7.3604 -1.1937
H 0.3249 -6.8342 -1.4996
H 0.6640 -7.8756 -0.1215
H 2.2240 -5.5735 1.9091
C -4.2444 5.2681 -0.6486
C -4.3133 4.0153 0.2079
C -4.6000 2.7812 -0.6298
O -3.0896 3.8473 1.0098
H -3.5359 5.1813 -1.4843
H -3.9595 6.1405 -0.0521
H -5.2158 5.5012 -1.1014
H -5.1305 4.1865 0.9261
H -4.5923 1.8937 0.0093
H -3.8810 2.6361 -1.4340
H -5.6120 2.8441 -1.0551
H -2.2841 4.0728 0.4530
C -4.9927 2.5963 4.4508
C -3.9158 3.7094 4.3585
C -3.4532 4.0963 5.7553
O -2.7584 3.1924 3.6514
H -5.3852 2.3024 3.4763
H -5.8267 2.9187 5.0906
H -4.5268 1.7268 4.9144
H -4.3008 4.5774 3.8098
H -2.6007 4.7730 5.6585
H -3.1464 3.2201 6.3172
H -4.2802 4.5909 6.2603
H -2.9263 3.2532 2.6777
C -1.6948 2.3799 -3.7866
C -0.5657 3.3683 -4.1524
C -0.5659 3.6508 -5.6621
O -0.7870 4.6298 -3.4916
H -2.6578 2.7610 -4.1473
H -1.7438 2.2417 -2.7078
H -1.5371 1.4140 -4.2741
H 0.4001 2.9336 -3.8440
H -1.3844 4.3051 -5.9548
H -0.5736 2.7230 -6.2449
H 0.3519 4.1696 -5.9813
H -1.0576 4.4267 -2.5764
C 0.8214 -0.4594 0.5612
C -0.2611 -0.1118 -0.4460
C -1.5751 0.2386 0.1726
O 0.1455 0.9839 -1.3125
H 1.8049 -0.4428 0.0793
H 0.6180 -1.4651 0.9482
H 0.8409 0.2316 1.4089
H -0.3697 -1.0054 -1.0841
H -1.9421 -0.5111 0.8706
H -2.3085 0.3802 -0.6324
H -1.5213 1.1985 0.6932
H 0.7881 0.6075 -1.9466
C 4.3558 2.5293 0.6701
C 5.8264 2.7206 0.8925
C 6.5555 2.9752 -0.3978
O 6.0785 3.9006 1.7792
H 3.9629 3.3561 0.0767
H 3.8173 2.4720 1.6193
H 4.1360 1.5959 0.1341
H 6.2483 1.8240 1.3964
H 6.3480 2.1604 -1.1069
H 7.6301 2.9715 -0.2437
H 6.1944 3.9042 -0.8348
H 5.6676 3.7527 2.6418
C -5.3430 -0.5679 2.6281
C -6.8398 -0.3713 2.2888
C -7.0747 -0.3936 0.7988
O -7.5651 -1.5072 2.9289
H -5.0261 -1.4787 2.1251
H -5.2353 -0.6232 3.7051
H -4.7647 0.2677 2.2144
H -7.2247 0.5824 2.6884
H -6.5521 -1.2055 0.2836
H -6.7404 0.5418 0.3408
H -8.1436 -0.4910 0.5559
H -8.4532 -1.5843 2.5486
C -1.8669 -5.0483 2.2499
C -1.7031 -3.5234 2.2964
C -1.7379 -3.0131 3.7139
O -0.4730 -3.1004 1.6864
H -2.7061 -5.4008 2.8577
H -0.9890 -5.6169 2.5800
H -2.0996 -5.3638 1.2226
H -2.5397 -3.0888 1.7478
H -0.8910 -3.3952 4.2905
H -2.6478 -3.3329 4.2420
H -1.7576 -1.9217 3.7160
H 0.2521 -3.5232 2.1888
C 1.0801 -1.3512 -5.8798
C 0.3669 -0.4206 -4.9549
C -0.5766 -1.1605 -4.0498
O 1.2409 0.2414 -4.0780
H 1.7569 -2.0137 -5.3392
H 1.6371 -0.8377 -6.6638
H 0.3475 -2.0078 -6.3738
H -0.1849 0.3425 -5.5198
H -1.4529 -1.4680 -4.6186
H -0.7863 -0.5309 -3.1863
H -0.0963 -2.0831 -3.7098
H 2.0972 0.5167 -4.5328
C -0.0825 5.7384 0.2464
C 0.3658 4.3428 -0.2240
C 1.0795 3.5900 0.8614
O -0.8312 3.5655 -0.6176
H -0.9769 6.0660 -0.2885
H 0.7158 6.4703 0.1708
H -0.4018 5.6995 1.3022
H 1.0240 4.4516 -1.1001
H 1.8579 4.2088 1.3302
H 1.5844 2.7133 0.4598
H 0.4153 3.2997 1.6811
H -0.4840 2.6214 -0.7111
C 1.0717 0.1542 4.7038
C -0.2933 0.7248 4.6037
C -0.9679 0.7636 5.9695
O -0.2122 2.0064 4.0330
H 0.9782 -0.9231 4.8925
H 1.6219 0.5509 5.5648
H 1.6365 0.2916 3.7889
H -0.9057 0.0466 3.9783
H -0.6950 -0.1025 6.5815
H -2.0552 0.7871 5.8835
H -0.6362 1.6621 6.5020
H -1.1360 2.3299 3.9432
C 4.4898 -5.2037 4.0055
C 3.6253 -4.0305 3.5467
C 4.1651 -3.3053 2.3310
O 2.2660 -4.4690 3.2677
H 5.5481 -4.9649 3.9626
H 4.2735 -6.0435 3.3354
H 4.2434 -5.4997 5.0261
H 3.5637 -3.2780 4.3517
H 3.3814 -2.6799 1.8761
H 4.5155 -3.9897 1.5504
H 4.9475 -2.5882 2.5821
H 1.8771 -4.7680 4.1013
C 5.6234 -1.8089 -0.8590
C 5.0947 -1.8396 -2.2982
C 3.5671 -1.8624 -2.3626
O 5.4952 -0.5816 -3.0039
H 5.2530 -2.6821 -0.3041
H 5.3157 -0.9061 -0.3338
H 6.7170 -1.8896 -0.8527
H 5.4988 -2.7275 -2.8123
H 3.1443 -2.5861 -1.6565
H 3.2201 -2.1828 -3.3456
H 3.1511 -0.8829 -2.1330
H 6.3987 -0.3586 -2.7422
C -1.5061 -4.1723 -2.0051
C -2.9587 -3.9907 -1.5064
C -3.2565 -2.5163 -1.4943
O -3.8582 -4.6284 -2.4653
H -1.1502 -5.2100 -1.8943
H -0.7966 -3.5757 -1.4184
H -1.4532 -3.9459 -3.0650
H -3.0809 -4.3819 -0.4926
H -3.2052 -2.1223 -2.5106
H -2.5479 -1.9956 -0.8531
H -4.2806 -2.3377 -1.1441
H -4.0391 -5.5251 -2.1546
C 3.0104 2.6261 -6.1120
C 4.0234 2.0047 -5.1977
C 3.9806 2.5415 -3.7747
O 3.8761 0.5666 -5.2455
H 3.0618 3.7086 -6.0914
H 1.9937 2.3154 -5.8204
H 3.1285 2.2651 -7.1342
H 5.0330 2.2706 -5.5721
H 3.1128 2.1772 -3.2172
H 4.0046 3.6400 -3.7704
H 4.8677 2.2317 -3.2177
H 4.5782 0.1957 -4.6662
```

Atomic partial charges in e from the Löwdin method, atoms 1 to 99: -0.077 -0.482 -0.045 -0.080 0.091 0.060 0.071 0.106 0.083 0.060 0.078 0.037 -0.059 -0.437 -0.049 -0.109 0.080 0.083 0.084 0.135 0.060 0.068 0.087 0.075 -0.049 -0.445 -0.054 -0.106 0.055 0.083 0.070 0.136 0.086 0.070 0.079 0.060 -0.040 -0.451 -0.059 -0.069 0.089 0.048 0.056 0.120 0.080 0.071 0.068 0.048 -0.030 -0.452 -0.042 -0.085 0.069 0.054 0.074 0.118 0.078 0.083 0.081 0.075 -0.080 -0.466 -0.064 -0.073 0.082 0.079 0.077 0.137 0.067 0.079 0.088 0.077 -0.055 -0.442 -0.069 -0.080 0.070 0.074 0.068 0.128 0.078 0.067 0.082 0.075 -0.049 -0.471 -0.051 -0.081 0.083 0.082 0.063 0.124 0.082 0.089 0.062 0.074 -0.048 -0.524 -0.056


*3*
Entry from OMol25: a cluster of 15 separate species, C45H120O15 in total (the ωB97M-V functional and the def2-TZVPD basis).

As for the spin multiplicity: 1. Its total charge is 0. The LUMO energy is 0.582 eV. The HOMO-LUMO gap is 10.2 eV.

```
180
C45H120O15 (the ωB97M-V functional and the def2-TZVPD basis)
C 18.2248 20.2482 11.6718
C 17.2171 20.2177 12.8341
C 16.5012 21.6362 13.0194
O 16.2904 19.1468 12.5636
H 19.2328 20.7076 11.8820
H 17.9155 20.8093 10.7813
H 18.5557 19.2942 11.3225
H 17.7237 19.9935 13.8055
H 16.0238 22.0122 12.0869
H 17.1473 22.3969 13.3849
H 15.7221 21.5886 13.7622
H 15.5888 19.1203 13.2141
C 8.4368 13.5571 9.8847
C 9.2765 12.2769 9.6920
C 8.8806 11.5690 8.4047
O 10.7267 12.5054 9.6559
H 8.7574 14.0964 10.8867
H 7.3916 13.3911 9.8164
H 8.6121 14.2568 9.0407
H 9.1312 11.6803 10.6242
H 8.3691 12.1743 7.6622
H 8.3334 10.6269 8.5183
H 9.9005 11.2752 8.0145
H 11.0495 12.4063 10.5336
C 18.8235 13.0544 15.5176
C 19.7659 11.8985 14.9263
C 20.5918 11.3118 16.0246
O 18.9678 10.8503 14.4806
H 18.3744 12.6089 16.3639
H 18.0156 13.3332 14.8468
H 19.3874 13.9748 15.6971
H 20.4572 12.3270 14.1552
H 21.3926 11.8765 16.5438
H 21.1994 10.4801 15.5734
H 19.9630 10.8509 16.8119
H 19.6108 10.3379 14.0310
C 15.6747 8.1356 16.1343
C 16.1654 9.1875 15.1152
C 15.1131 9.2443 13.9491
O 16.4359 10.3752 15.7022
H 15.6988 7.1430 15.6784
H 14.6291 8.2849 16.4825
H 16.4157 8.2031 16.9801
H 17.0558 8.7586 14.6016
H 14.1665 9.7195 14.1912
H 14.8034 8.2025 13.5442
H 15.5480 9.8312 13.1194
H 17.2961 10.6687 15.3940
C 8.8888 15.6150 13.3884
C 9.8066 15.3945 14.5572
C 9.0632 15.2831 15.8598
O 10.5449 14.2066 14.2475
H 8.4310 16.5862 13.5076
H 8.1135 14.8240 13.5006
H 9.4356 15.4868 12.4541
H 10.4737 16.2081 14.6489
H 8.5091 14.3687 15.9377
H 8.4579 16.1335 16.1416
H 9.8427 15.1671 16.6112
H 11.3915 14.2563 14.7298
C 17.6231 10.4447 10.8697
C 17.9902 9.2129 11.6711
C 17.4198 7.9995 10.9915
O 19.3498 9.1457 12.0592
H 18.0618 10.3032 9.8339
H 17.8049 11.4290 11.3638
H 16.5649 10.3867 10.6534
H 17.5579 9.3061 12.6712
H 17.7819 7.0999 11.3984
H 17.6109 7.9296 9.9313
H 16.3542 7.9526 11.0933
H 19.8323 8.4612 11.6454
C 18.7815 15.6618 11.4276
C 18.8759 15.9216 12.8731
C 20.0767 16.8173 13.2283
O 17.6316 16.4239 13.3126
H 18.6578 16.5997 10.8228
H 17.9193 14.9448 11.2509
H 19.6120 15.0274 10.9953
H 18.9405 14.9457 13.4094
H 20.8906 16.1157 13.0559
H 20.0427 17.2080 14.2269
H 20.1730 17.5753 12.4569
H 17.5847 17.2936 12.9204
C 8.8219 10.6749 14.1358
C 10.2527 10.7646 13.7097
C 10.8505 9.4760 13.0503
O 10.3091 11.8413 12.7681
H 8.5442 11.6506 14.6509
H 8.6467 9.7411 14.6423
H 8.2648 10.7150 13.1277
H 10.8407 11.0741 14.5822
H 10.3020 9.2196 12.1589
H 10.8087 8.7410 13.8177
H 11.8719 9.8124 12.6810
H 10.2022 12.6184 13.3337
C 14.5665 17.2185 16.1920
C 13.4126 17.6016 15.2394
C 12.2541 18.2203 15.9919
O 14.0151 18.4834 14.3057
H 14.1783 16.6589 17.0209
H 15.0151 18.1723 16.5486
H 15.2735 16.5693 15.6684
H 13.0616 16.6914 14.7537
H 11.9233 17.5217 16.8029
H 11.4391 18.5738 15.3584
H 12.7476 19.0052 16.4941
H 13.5274 18.4107 13.4262
C 13.2580 11.8170 16.6823
C 13.8007 13.1744 16.9038
C 15.3074 13.2036 16.9082
O 13.2846 14.1260 15.9433
H 12.1443 11.7104 16.5723
H 13.5877 11.1223 17.5443
H 13.6926 11.3707 15.7520
H 13.4467 13.5626 17.8778
H 15.5565 14.2294 16.8972
H 15.7673 12.5816 16.0924
H 15.5644 12.8173 17.9204
H 13.9257 14.2081 15.2392
C 10.5626 14.4666 6.5656
C 12.0179 14.7034 7.0395
C 12.7288 15.8896 6.4318
O 12.0765 14.9677 8.4612
H 9.9431 15.3197 6.4689
H 10.1429 13.6844 7.2291
H 10.7012 14.0153 5.5713
H 12.5075 13.7100 6.8342
H 12.0453 16.7236 6.4918
H 12.8672 15.8145 5.3158
H 13.6698 16.1387 6.8353
H 11.3365 14.4672 8.8135
C 13.0625 8.7576 7.6673
C 12.6752 9.6268 8.8245
C 13.6816 9.4347 9.8976
O 12.7488 11.0426 8.5112
H 13.1997 7.7522 8.0434
H 13.9227 9.0822 7.1123
H 12.2716 8.6908 6.9557
H 11.6612 9.3454 9.2110
H 13.7808 8.3435 10.1498
H 13.4303 10.0087 10.7946
H 14.6342 9.7813 9.4655
H 11.9882 11.4906 8.9020
C 17.9308 12.1531 5.9472
C 16.7456 12.3632 6.8253
C 16.0512 13.6829 6.5729
O 15.9186 11.2645 6.5999
H 17.5968 12.3465 4.8919
H 18.2550 11.0712 6.0220
H 18.7400 12.8071 6.1259
H 17.1075 12.2910 7.9515
H 15.4327 13.7078 5.6459
H 16.8502 14.4712 6.5494
H 15.3062 13.8803 7.3250
H 15.0508 11.4287 7.0617
C 11.6198 16.6519 11.3326
C 12.7039 17.4873 10.5420
C 12.0500 18.4459 9.5260
O 13.4966 18.1779 11.4775
H 11.1612 17.2112 12.1231
H 12.0695 15.7448 11.8185
H 10.8971 16.2801 10.6220
H 13.3221 16.7953 10.0184
H 11.4839 17.9035 8.7612
H 12.8211 18.9832 8.9374
H 11.3951 19.1939 10.0431
H 14.4358 18.3096 11.1916
C 14.1680 12.8657 12.5408
C 15.2724 13.8958 12.5262
C 14.9692 15.0950 11.6832
O 15.3463 14.3726 13.9145
H 13.2650 13.1835 13.0539
H 14.4945 11.8538 12.9216
H 14.0363 12.7515 11.4463
H 16.2784 13.5274 12.2475
H 15.8743 15.6382 11.7141
H 14.1233 15.7180 12.0228
H 14.8042 14.7961 10.6273
H 15.8653 15.1660 13.9779
```

Atomic partial charges in e from the Löwdin method, atoms 1 to 99: -0.064 -0.415 -0.039 -0.073 0.095 0.078 0.036 0.139 0.087 0.055 0.060 0.044 -0.039 -0.427 -0.048 -0.086 0.100 0.061 0.073 0.125 0.071 0.080 0.091 0.062 -0.020 -0.474 -0.078 -0.048 0.053 0.057 0.083 0.148 0.088 0.091 0.094 0.061 -0.057 -0.527 -0.059 -0.032 0.068 0.081 0.092 0.128 0.042 0.109 0.048 0.052 -0.048 -0.493 -0.042 -0.067 0.086 0.099 0.045 0.103 0.071 0.085 0.080 0.077 -0.043 -0.497 -0.040 -0.030 0.102 0.086 0.048 0.092 0.066 0.085 0.065 0.069 -0.070 -0.521 -0.028 -0.053 0.099 0.082 0.101 0.126 0.080 0.077 0.068 0.055 -0.058 -0.499 -0.019 -0.094 0.097 0.070 0.108 0.120 0.067 0.064 0.081 0.041 -0.037 -0.497 -0.052


Out of the structures above, which one is the least stable? Solution: *1*.